Computed, not measured: a cluster of 2 separate species, C6H17NO in total at a distorted geometry, with ωB97M-V/def2-TZVPD.

```
! RIJCOSX wB97M-V def2-TZVPD def2/J DEFGRID3
* xyz 0 1
C 2.070 -2.711 0.279
C 0.950 -2.569 -0.831
C 0.858 -1.172 -1.368
N 0.495 -0.179 -0.370
C -0.837 0.384 -0.482
C -1.444 0.699 0.908
C -1.131 1.594 -1.417
H 1.732 -2.172 1.158
H 2.176 -3.746 0.608
H 2.997 -2.335 -0.135
H 1.159 -3.345 -1.566
H 0.097 -2.878 -0.224
H 0.226 -1.177 -2.270
H 1.829 -0.930 -1.828
H 1.217 0.534 -0.381
H -1.418 -0.427 -0.931
H -2.294 0.073 1.193
H -0.706 0.354 1.642
H -1.730 1.739 1.024
H -2.161 1.880 -1.267
H -0.369 2.370 -1.475
H -1.073 1.215 -2.456
O -0.891 4.035 3.059
H -1.460 4.748 3.320
H -0.291 4.014 3.809
*
```

Output
- SMILES: CCCNC(C)C.O
- Strongest force on any atom: 2.954 eV/A
- ΔE to the lowest compared entry with this formula, charge and spin: 26.5 kcal/mol
- E_HOMO: -8.6495 eV

---

Computed, not measured: a cluster of 2 separate species, C6H17NO in total at a distorted geometry, with ωB97M-V/def2-TZVPD.

```
! RIJCOSX wB97M-V def2-TZVPD def2/J DEFGRID3
* xyz 0 1
C -2.131 0.641 -1.072
C -1.841 -0.626 -0.301
C -0.512 -1.366 -0.470
N 0.377 -1.133 0.674
C 0.745 0.239 1.017
C 0.761 0.356 2.546
C 2.113 0.616 0.385
H -2.817 1.229 -0.458
H -1.224 1.213 -1.288
H -2.604 0.583 -2.055
H -1.913 -0.494 0.785
H -2.667 -1.348 -0.390
H -0.043 -1.178 -1.447
H -0.656 -2.450 -0.526
H 1.195 -1.723 0.625
H 0.000 0.930 0.622
H -0.200 0.303 3.054
H 1.211 -0.577 2.920
H 1.402 1.165 2.898
H 2.338 1.647 0.643
H 2.864 -0.073 0.767
H 2.052 0.470 -0.682
O 0.770 0.632 -3.008
H 0.949 0.517 -2.073
H -0.170 0.429 -3.164
*
```

Output
- SMILES: CCCNC(C)C.O
- Strongest force on any atom: 1.741 eV/A
- ΔE to the lowest compared entry with this formula, charge and spin: 21.2 kcal/mol
- E_HOMO: -8.6315 eV

---

Computed, not measured: a structure of composition C6H17NO2SSi at a distorted geometry, with ωB97M-V/def2-TZVPD.

```
! RIJCOSX wB97M-V def2-TZVPD def2/J DEFGRID3
* xyz 0 1
C -2.421 -1.001 -2.613
C 0.879 2.731 0.888
C 2.245 -1.164 2.313
C 2.402 0.885 -1.092
C -1.591 -0.135 1.823
C -2.145 -2.032 -1.526
N 1.599 0.060 1.899
O -0.429 0.381 -0.488
O -2.235 -1.504 -0.158
Si 1.488 0.975 0.575
S -0.776 -0.799 0.302
H -2.418 -1.593 -3.649
H -3.379 -0.702 -2.397
H -1.769 -0.053 -2.643
H 0.519 3.285 -0.005
H 0.082 2.769 1.465
H 1.671 3.335 1.287
H 1.947 -1.914 1.662
H 3.271 -1.112 2.309
H 2.099 -1.467 3.398
H 2.218 -0.002 -1.563
H 2.036 1.603 -1.826
H 3.549 0.938 -0.883
H -0.798 -0.115 2.466
H -1.929 0.927 1.439
H -2.284 -0.813 2.001
H -1.143 -2.369 -1.889
H -2.763 -3.038 -1.533
*
```

Output
- Strongest force on any atom: 6.422 eV/A
- ΔE to the lowest compared entry with this formula, charge and spin: 67.3 kcal/mol
- E_HOMO: -7.9697 eV

---

Computed, not measured: a cluster of 2 separate species, C6H17NO2SSi2 in total at a distorted geometry, with ωB97M-V/def2-TZVPD.

```
! RIJCOSX wB97M-V def2-TZVPD def2/J DEFGRID3
* xyz 0 1
C 2.695 -1.930 2.017
C 3.706 -1.255 1.147
C 2.257 -0.737 1.177
C -2.509 1.728 0.210
C -2.858 -0.861 -1.679
C -0.814 1.583 -2.252
N -0.511 -2.156 2.619
O -2.056 -2.433 0.764
O -0.280 -0.292 -0.192
Si 1.200 -1.023 -0.363
Si -1.612 0.407 -0.996
S -1.537 -1.524 1.718
H 2.536 -3.030 1.714
H 2.866 -1.850 3.063
H 4.459 -0.498 1.532
H 4.043 -1.591 0.063
H -2.551 1.392 1.267
H -1.947 2.769 0.226
H -3.598 1.906 -0.094
H -3.822 -0.485 -1.118
H -3.012 -0.956 -2.777
H -2.538 -1.794 -1.224
H -0.319 0.827 -2.902
H -1.516 2.237 -2.825
H -0.031 2.247 -1.779
H -0.092 -3.026 2.263
H 2.173 0.250 1.694
H 0.636 -2.521 -0.296
H 1.787 -0.392 -1.477
*
```

Output
- Strongest force on any atom: 3.471 eV/A
- ΔE to the lowest compared entry with this formula, charge and spin: 0.0 kcal/mol
- E_HOMO: -9.9568 eV

---

Computed, not measured: a cluster of 2 separate species, C6H17NOP in total at a distorted geometry, with ωB97M-V/def2-TZVPD.

```
! RIJCOSX wB97M-V def2-TZVPD def2/J DEFGRID3
* xyz 1 1
C 3.261 -0.178 -1.129
C 2.555 -1.652 0.853
C 0.870 -1.102 -1.003
C -3.207 -0.373 -0.811
C -3.724 1.549 0.527
C 2.052 -0.561 -0.130
N -3.554 2.592 1.328
O -2.915 0.582 0.322
P 1.525 0.920 0.775
H 3.431 -0.930 -1.983
H 3.286 0.858 -1.666
H 4.106 0.011 -0.457
H 1.758 -1.801 1.623
H 3.540 -1.570 1.515
H 2.497 -2.632 0.351
H 0.503 -0.309 -1.525
H 1.014 -1.897 -1.770
H 0.048 -1.330 -0.296
H -2.229 -0.980 -0.996
H -3.568 0.151 -1.600
H -4.037 -1.073 -0.349
H -4.657 1.555 -0.054
H -4.239 3.438 1.376
H 2.700 1.573 0.814
H -2.745 2.594 2.058
H 1.729 0.566 2.228
*
```

Output
- Strongest force on any atom: 5.715 eV/A
- ΔE to the lowest compared entry with this formula, charge and spin: 83.4 kcal/mol
- E_HOMO: -11.6008 eV

---

Computed, not measured: a cluster of 2 separate species, C6H17NOPS in total, with ωB97M-V/def2-TZVPD.

```
! RIJCOSX wB97M-V def2-TZVPD def2/J DEFGRID3
* xyz -1 1
C 1.369 1.917 -1.252
C 0.480 0.928 -1.379
C -0.827 0.853 -0.721
P -2.242 1.725 -1.783
S -2.902 3.205 0.052
H 1.190 2.723 -0.547
H 2.277 1.964 -1.838
H 0.695 0.156 -2.113
H -0.834 1.334 0.256
H -1.185 -0.173 -0.651
H -3.194 0.831 -1.143
H -3.310 2.350 -2.521
H -1.292 2.733 -2.214
H -1.964 0.809 -2.881
H -2.036 4.185 -0.241
C 1.563 -2.445 0.175
O 0.783 -2.602 -0.740
N 1.202 -2.183 1.451
C 2.175 -1.969 2.490
C -0.214 -2.054 1.755
H 2.659 -2.493 0.044
H 2.066 -2.691 3.304
H 2.098 -0.964 2.914
H 3.174 -2.081 2.067
H -0.747 -2.978 1.530
H -0.666 -1.256 1.170
H -0.317 -1.826 2.815
*
```

Output
- Strongest force on any atom: 0.673 eV/A
- E_HOMO: -3.5481 eV

---

Computed, not measured: a cluster of 2 separate species, C6H17NP in total at a distorted geometry, with ωB97M-V/def2-TZVPD.

```
! RIJCOSX wB97M-V def2-TZVPD def2/J DEFGRID3
* xyz 1 1
C -1.350 1.429 1.608
C 1.144 1.348 0.882
C -1.176 -1.169 -0.428
C 1.907 -1.858 -1.867
C -0.138 0.602 0.998
C -0.674 0.231 -0.418
N 0.170 -0.523 1.877
P -0.727 1.281 -1.730
H -1.417 2.272 0.994
H -1.078 1.735 2.603
H -2.225 0.838 1.560
H 1.779 0.829 0.176
H 1.660 1.431 1.906
H 0.975 2.335 0.706
H -1.537 -1.787 -1.361
H -2.081 -1.240 0.293
H -0.458 -1.749 0.004
H 1.333 -1.278 -2.711
H 2.106 -1.111 -1.007
H 2.929 -2.214 -2.325
H 0.963 -1.017 1.520
H 1.298 -2.785 -1.560
H -0.666 -1.107 1.933
H -1.026 2.398 -1.084
H -1.713 1.110 -2.568
*
```

Output
- Strongest force on any atom: 4.078 eV/A
- ΔE to the lowest compared entry with this formula, charge and spin: 65.9 kcal/mol
- E_HOMO: -13.9518 eV

---

Computed, not measured: a cluster of 2 separate species, C6H17NS in total at a distorted geometry, with ωB97M-V/def2-TZVPD.

```
! RIJCOSX wB97M-V def2-TZVPD def2/J DEFGRID3
* xyz 0 1
C -1.962 -2.280 -1.316
C -1.654 -0.984 -0.555
C -1.584 -1.337 0.924
N -1.241 -0.290 1.934
H -1.114 -2.965 -1.239
H -2.859 -2.800 -0.959
H -2.132 -2.026 -2.369
H -0.730 -0.571 -0.974
H -2.431 -0.242 -0.774
H -2.571 -1.712 1.228
H -0.872 -2.156 1.080
H -1.487 0.669 1.695
H -1.693 -0.582 2.799
C 2.358 -0.751 -0.361
C 2.405 0.657 -1.000
C 2.050 1.677 0.077
S -0.036 1.830 0.073
H 3.091 -0.824 0.440
H 2.465 -1.578 -1.067
H 1.330 -0.895 0.026
H 3.374 0.807 -1.468
H 1.614 0.726 -1.745
H 2.340 2.711 -0.093
H 2.250 1.393 1.107
H -0.021 0.594 1.105
*
```

Output
- SMILES: CCCN.CCCS
- Strongest force on any atom: 4.313 eV/A
- ΔE to the lowest compared entry with this formula, charge and spin: 41.4 kcal/mol
- E_HOMO: -8.4230 eV